The molecule C17H19NO3. Source: the OMol25 dataset; level of theory: the ωB97M-V functional and the def2-TZVPD basis.

The energy relative to the best compared isomer or geometry (same formula, charge and spin) comes out at 98.2 kJ/mol. Its SMILES is CCCCCOc1ccc(OC(=O)c2ccncc2)cc1. As for the HOMO energy: -8.493 eV. The value obtained for the HOMO-LUMO gap is 0.3141 Eh. As for the LUMO energy: 0.054 eV. The value obtained for the largest force on an atom is 0.65 eV/A.

Structure (ORCA input):
```
! wB97M-V def2-TZVPD RIJCOSX def2/J DEFGRID3
* xyz 0 1
C -7.752 -1.639 0.273
C -6.550 -1.075 1.023
C -6.234 0.374 0.648
C -5.702 0.561 -0.775
C -4.262 0.082 -0.937
O -3.436 0.928 -0.159
C -2.096 0.730 -0.165
C -1.346 1.620 0.611
C 0.024 1.515 0.670
C 0.675 0.517 -0.048
O 2.065 0.517 0.015
C 2.773 -0.619 0.025
O 2.308 -1.731 0.022
C 4.237 -0.339 0.057
C 5.120 -1.409 0.186
C 6.479 -1.139 0.208
N 6.977 0.081 0.113
C 6.137 1.094 -0.010
C 4.759 0.947 -0.044
C -0.054 -0.369 -0.821
C -1.434 -0.265 -0.877
H -7.559 -1.699 -0.796
H -8.626 -1.011 0.428
H -7.982 -2.640 0.629
H -5.679 -1.707 0.841
H -6.759 -1.111 2.094
H -7.144 0.968 0.760
H -5.490 0.771 1.340
H -5.728 1.623 -1.024
H -6.329 0.030 -1.491
H -4.158 -0.958 -0.603
H -3.969 0.142 -1.994
H -1.868 2.388 1.159
H 0.606 2.201 1.266
H 4.735 -2.414 0.264
H 7.206 -1.934 0.307
H 6.595 2.072 -0.086
H 4.108 1.800 -0.148
H 0.444 -1.144 -1.381
H -1.978 -0.968 -1.486
*
```

The molecule C17H19NO4S2. Source: the OMol25 dataset; level of theory: the ωB97M-V functional and the def2-TZVPD basis.

The energy relative to the best compared isomer or geometry (same formula, charge and spin) comes out at 13.5 kJ/mol. Its SMILES is CC(C)OC(=O)[C@H]1Cc2ccccc2CN1S(=O)(=O)c1cccs1. As for the HOMO energy: -9.169 eV. The value obtained for the HOMO-LUMO gap is 0.3577 Eh. As for the LUMO energy: 0.565 eV. The value obtained for the largest force on an atom is 0.95 eV/A.

Structure (ORCA input):
```
! wB97M-V def2-TZVPD RIJCOSX def2/J DEFGRID3
* xyz 0 1
C -2.505 -3.183 0.464
C -2.526 -1.852 -0.280
C -2.846 -2.019 -1.757
O -1.228 -1.231 -0.200
C -0.954 -0.525 0.886
O -1.699 -0.390 1.823
C 0.434 0.106 0.798
C 1.521 -0.971 0.963
C 2.852 -0.354 0.662
C 3.955 -0.455 1.493
C 5.141 0.168 1.143
C 5.223 0.906 -0.026
C 4.119 1.025 -0.853
C 2.936 0.388 -0.516
C 1.677 0.478 -1.323
N 0.545 0.806 -0.468
S 0.188 2.435 -0.317
O 0.416 3.047 -1.589
O 0.794 3.012 0.848
C -1.549 2.306 -0.019
C -2.484 1.794 -0.868
C -3.764 1.745 -0.281
C -3.761 2.216 0.997
S -2.206 2.730 1.506
H -2.272 -3.018 1.513
H -3.478 -3.660 0.392
H -1.754 -3.840 0.032
H -3.247 -1.176 0.199
H -2.817 -1.056 -2.259
H -3.837 -2.449 -1.873
H -2.116 -2.676 -2.223
H 0.527 0.834 1.616
H 1.315 -1.781 0.257
H 1.483 -1.370 1.976
H 3.887 -1.020 2.411
H 6.002 0.085 1.790
H 6.147 1.399 -0.289
H 4.172 1.611 -1.758
H 1.727 1.265 -2.075
H 1.458 -0.477 -1.817
H -2.244 1.479 -1.867
H -4.640 1.376 -0.783
H -4.592 2.289 1.671
*
```

A structure of composition C17H20AuCl5N2O in a non-equilibrium geometry. Source: the OMol25 dataset; level of theory: the ωB97M-V functional and the def2-TZVPD basis.

As for the HOMO energy: -8.431 eV. The value obtained for the HOMO-LUMO gap is 0.3251 Eh. As for the LUMO energy: 0.414 eV. The value obtained for the largest force on an atom is 3.59 eV/A.

Structure (ORCA input):
```
! wB97M-V def2-TZVPD RIJCOSX def2/J DEFGRID3
* xyz 0 1
Au 0.410 -3.104 -0.241
Cl 3.491 -4.378 -1.129
C 3.282 -3.735 0.487
C 2.019 -3.325 0.953
C 1.835 -3.012 2.333
Cl 0.247 -2.777 3.031
C 2.993 -2.985 3.197
Cl 2.786 -2.531 4.849
C 4.301 -3.191 2.603
Cl 5.734 -3.035 3.627
C 4.484 -3.701 1.327
Cl 5.961 -4.161 0.668
C -3.121 -2.216 -3.893
C -2.923 -1.157 -2.803
C -4.319 -0.716 -2.381
C -2.175 0.068 -3.419
C -1.994 -1.728 -1.783
N -1.090 -2.256 -1.327
H -3.344 -1.762 -4.857
H -3.857 -2.943 -3.628
H -2.127 -2.681 -4.065
H -4.680 -0.052 -3.211
H -4.286 -0.197 -1.392
H -4.947 -1.597 -2.267
H -2.736 0.505 -4.218
H -1.150 -0.201 -3.781
H -1.920 0.733 -2.588
O -0.178 1.296 -1.187
C 0.229 2.112 -0.339
C -0.461 3.432 -0.073
C -1.043 3.568 1.336
C -0.074 3.801 2.500
C 0.983 2.717 2.670
C 1.922 2.595 1.443
N 1.334 1.804 0.384
H -1.280 3.547 -0.792
H 0.319 4.251 -0.235
H -1.704 2.665 1.535
H -1.710 4.466 1.407
H -0.659 3.885 3.426
H 0.392 4.783 2.370
H 0.526 1.712 2.878
H 1.665 3.029 3.505
H 2.885 2.002 1.790
H 2.269 3.595 1.092
H 1.714 0.874 0.197
*
```

> Which value of largest force on an atom does entry 1 give?

0.65 eV/A